No. 1
A structure of composition C25H27N3P2Ru in a non-equilibrium geometry, computed with the ωB97M-V functional and the def2-TZVPD basis.

Properties
* frontier orbital gap (alpha / beta): 6.37 / 6.18 eV
* energy relative to the best compared isomer or geometry (same formula, charge and spin): 2.0944 eV
* total charge: +3
* calculated total energy: -51968.5283 eV
* ⟨S²⟩: 0.7655
* lowest unoccupied orbital energy (alpha / beta): -11.2 / -11.4 eV
* spin multiplicity: 2

Each line ends with the natural charge from an NBO analysis.
Geometry (Å):
Ru: 0.3045 0.1065 -0.4150  0.768
C: 4.7313 0.4482 -1.4682  -0.207
C: 4.9388 1.8161 -1.5680  -0.090
C: 3.8539 2.6766 -1.5320  -0.181
C: 2.5743 2.1439 -1.3610  0.165
N: 2.3967 0.8199 -1.2165  -0.474
C: 3.4317 -0.0048 -1.2919  0.077
C: 1.3396 2.9416 -1.3539  0.187
C: 1.3173 4.3340 -1.4539  -0.183
C: 0.0949 4.9849 -1.4941  -0.086
C: -1.0730 4.2431 -1.4719  -0.186
C: -0.9862 2.8546 -1.3551  0.199
N: 0.1990 2.2430 -1.2706  -0.497
C: -2.1700 1.9908 -1.2676  0.162
C: -3.4504 2.4195 -1.6190  -0.182
C: -4.5239 1.5611 -1.4517  -0.093
C: -4.3034 0.2970 -0.9190  -0.208
C: -2.9990 -0.0644 -0.6135  0.059
N: -1.9673 0.7516 -0.7940  -0.466
H: 5.5491 -0.2513 -1.5301  0.268
H: 5.9384 2.2106 -1.6721  0.267
H: 4.0059 3.7379 -1.6455  0.255
H: 3.2299 -1.0668 -1.2158  0.212
H: 2.2349 4.8977 -1.5050  0.255
H: 0.0499 6.0620 -1.5573  0.269
H: -2.0302 4.7306 -1.5427  0.255
H: -3.5989 3.4023 -2.0347  0.254
H: -5.5226 1.8735 -1.7262  0.268
H: -5.1153 -0.3960 -0.7514  0.267
H: -2.7781 -1.0380 -0.1842  0.214
C: -0.9636 0.8893 2.7667  -0.942
P: 0.2770 -0.1899 1.9599  1.206
C: 1.7306 -0.1932 3.0638  -0.940
C: -0.4296 -1.8866 2.0693  -0.381
C: -0.8253 -2.3251 3.3303  -0.175
C: -1.4186 -3.5648 3.4996  -0.149
C: -1.6333 -4.3746 2.3990  -0.162
C: -1.2406 -3.9577 1.1366  -0.133
C: -0.6172 -2.7241 0.9542  -0.358
P: 0.0489 -2.3225 -0.7323  1.077
C: -0.9702 -3.2273 -1.9435  -0.935
C: 1.6024 -3.2969 -0.6995  -0.935
H: -0.9540 0.7360 3.8459  0.286
H: -1.9589 0.6684 2.3761  0.270
H: -0.7388 1.9389 2.5628  0.270
H: 1.4282 -0.5232 4.0592  0.289
H: 2.1440 0.8149 3.1293  0.275
H: 2.5017 -0.8648 2.6866  0.272
H: -0.6655 -1.6991 4.1952  0.228
H: -1.7010 -3.8949 4.4886  0.261
H: -2.0992 -5.3401 2.5196  0.258
H: -1.4131 -4.6223 0.3045  0.222
H: -0.8987 -4.3032 -1.7761  0.285
H: -0.5985 -3.0242 -2.9511  0.284
H: -2.0122 -2.9131 -1.8932  0.270
H: 1.3668 -4.3148 -0.3775  0.285
H: 2.3179 -2.8685 0.0025  0.252
H: 2.0474 -3.3451 -1.6941  0.269

***

No. 2
A cluster of 2 separate species, C25H27N5O2 in total in a non-equilibrium geometry, computed with the ωB97M-V functional and the def2-TZVPD basis.

Properties
* frontier orbital gap: 7.96 eV
* energy relative to the best compared isomer or geometry (same formula, charge and spin): 21.9657 eV
* total charge: 0
* calculated total energy: -37889.4894 eV
* lowest unoccupied orbital energy: 0.0 eV

Each line ends with the natural charge from an NBO analysis.
Geometry (Å):
C: -6.9783 -1.6725 1.1157  -0.616
C: -5.5339 -1.0285 0.9129  -0.030
C: -4.3704 -1.7015 0.8908  -0.220
C: -3.2298 -1.2396 0.7850  -0.176
C: -3.1517 -0.0018 0.5441  0.102
C: -4.3756 0.8750 0.7754  -0.171
C: -5.6519 0.2332 0.9933  -0.223
H: -6.4686 1.0004 0.7253  0.238
H: -4.3003 2.0629 0.6011  0.215
N: -1.8515 0.6882 0.5886  -0.175
C: -1.5255 1.9601 -0.1651  0.113
C: -0.2110 1.9895 -0.0220  -0.127
C: 0.1963 0.6970 0.9255  0.086
N: -0.8954 0.2777 1.3604  -0.157
C: 1.4923 0.6875 1.4656  0.559
O: 1.7990 -0.1706 2.5154  -0.690
N: 2.4256 1.4836 1.1465  -0.256
N: 2.1023 2.5319 0.2513  -0.266
C: 1.0715 2.8411 -0.4105  0.270
C: 0.7785 3.8511 -1.2587  -0.666
H: 1.6896 4.3575 -1.5455  0.239
H: 0.4600 3.4591 -2.1901  0.231
H: -0.0055 4.5941 -1.0460  0.246
C: 3.6575 1.7538 1.8371  -0.190
H: 4.2760 2.6269 0.8604  0.197
H: 3.7482 2.0306 2.7035  0.164
C: 4.4979 0.1934 1.6313  0.763
O: 5.3651 0.2864 2.4346  -0.630
N: 4.1396 -0.4427 0.6829  -0.598
H: 3.4903 -0.2042 0.0276  0.416
C: 4.6943 -1.6626 0.4658  -0.205
C: 3.5047 -2.8069 0.4990  -0.426
H: 3.9634 -3.6670 1.0671  0.209
H: 2.7690 -2.5159 1.2978  0.229
C: 2.8471 -3.1857 -0.7181  -0.415
C: 2.0648 -1.8161 -1.2432  -0.050
C: 2.5972 -0.9966 -2.2300  -0.245
C: 1.7669 0.0087 -2.3301  -0.174
C: 0.3822 0.0052 -2.3745  -0.258
C: -0.2719 -0.9175 -1.5258  -0.150
C: 0.7320 -2.0926 -0.8962  -0.211
H: 0.0734 -2.7210 -0.2105  0.254
H: -1.3237 -1.1253 -1.4412  0.203
H: -0.2813 0.5715 -2.8140  0.206
H: 2.1069 0.8343 -3.2649  0.182
H: 3.7875 -1.0633 -2.2774  0.243
H: 2.3408 -4.1156 -0.5413  0.230
H: 3.7968 -3.5156 -1.4026  0.183
H: 5.3936 -1.7949 1.2574  0.228
H: 5.1149 -1.8655 -0.3616  0.174
C: -2.3079 2.5298 -1.1973  -0.667
H: -3.1294 1.8875 -1.5288  0.247
H: -1.5627 2.8409 -2.1154  0.227
H: -2.6870 3.3013 -0.6060  0.238
H: -2.2668 -1.8670 0.9456  0.240
H: -4.5663 -2.7696 1.2138  0.213
H: -7.1811 -2.4784 0.1777  0.206
H: -7.1974 -2.1770 2.0433  0.222
H: -7.8004 -0.8446 0.9751  0.216

***

No. 3
A structure of composition C25H27N6O5SW in a non-equilibrium geometry, computed with the ωB97M-V functional and the def2-TZVPD basis.

Properties
* frontier orbital gap (alpha / beta): 7.21 / 6.12 eV
* energy relative to the best compared isomer or geometry (same formula, charge and spin): 2.0403 eV
* total charge: +1
* calculated total energy: -58196.7616 eV
* ⟨S²⟩: 2.0115
* lowest unoccupied orbital energy (alpha / beta): -3.3 / -5.3 eV
* spin multiplicity: 3

Each line ends with the natural charge from an NBO analysis.
Geometry (Å):
W: -0.2523 0.1194 0.9745  1.980
N: 1.0048 0.9422 2.7873  -0.802
C: 1.1943 -0.0768 3.8327  -0.324
C: 1.1722 -1.4300 3.1919  0.673
O: 1.5772 -2.4290 3.7319  -0.551
N: 0.6596 -1.4235 1.8969  -0.703
C: 0.8064 -2.6409 1.1275  -0.350
C: 0.7485 -2.2732 -0.3264  0.798
O: 0.9423 -3.0298 -1.2286  -0.546
O: 0.4507 -0.9644 -0.5269  -0.755
H: 1.9050 1.2281 2.4019  0.434
H: 0.5555 1.7830 3.1374  0.412
H: 0.3767 -0.0218 4.5474  0.242
H: 2.1323 0.0391 4.3704  0.243
H: 0.0025 -3.3523 1.3357  0.243
H: 1.7471 -3.1383 1.3552  0.263
C: -2.5545 1.1253 3.3925  -0.244
O: -1.6400 0.0460 3.0567  -0.572
C: -2.2774 -1.1913 2.9681  0.340
C: -2.6230 -1.8633 4.1145  -0.254
C: -3.1517 -3.1493 4.0078  -0.169
C: -3.2899 -3.7502 2.7667  -0.200
C: -2.9108 -3.0644 1.6169  -0.173
C: -2.4369 -1.7709 1.7081  0.005
N: -1.9911 -1.1230 0.5133  -0.301
N: -2.2803 0.2135 0.5145  -0.320
C: -1.6743 0.8512 -0.6219  -0.022
C: -0.8796 1.9627 -0.2678  0.295
O: -0.6295 2.0841 1.0303  -0.637
C: -0.2552 2.7703 -1.2744  -0.258
C: -0.4267 2.4344 -2.5597  -0.098
C: -1.1873 1.2792 -2.9708  -0.086
C: -1.3113 0.9696 -4.3382  -0.172
C: -2.0439 -0.1146 -4.7390  -0.189
C: -2.6871 -0.9135 -3.7779  -0.163
C: -2.5797 -0.6280 -2.4407  -0.197
C: -1.8141 0.4693 -2.0166  0.033
H: -2.8800 0.9985 4.4218  0.198
H: -3.3938 1.1077 2.7036  0.214
H: -1.9996 2.0511 3.2772  0.203
H: -2.4561 -1.4040 5.0810  0.233
H: -3.4262 -3.6889 4.9048  0.234
H: -3.6767 -4.7573 2.6903  0.236
H: -2.9901 -3.5214 0.6381  0.240
H: 0.3411 3.6151 -0.9601  0.250
H: 0.0318 3.0415 -3.3342  0.225
H: -0.8258 1.6050 -5.0698  0.220
H: -2.1363 -0.3532 -5.7901  0.230
H: -3.2731 -1.7658 -4.0967  0.228
H: -3.0721 -1.2583 -1.7146  0.233
C: 2.5192 0.0189 -2.8225  -0.424
N: 3.2641 1.2053 -2.4399  -0.384
C: 4.1502 1.8760 -3.3944  -0.216
C: 4.8524 2.9497 -2.5405  -0.226
N: 4.1793 2.7857 -1.2529  -0.581
C: 3.3438 1.7301 -1.2239  0.374
S: 2.5875 1.2242 0.2143  -0.325
H: 3.1908 -0.8316 -2.9476  0.215
H: 2.0115 0.2129 -3.7683  0.205
H: 1.7886 -0.2110 -2.0568  0.266
H: 3.5655 2.2946 -4.2134  0.207
H: 4.8516 1.1556 -3.8135  0.216
H: 4.7026 3.9501 -2.9380  0.213
H: 5.9214 2.7681 -2.4499  0.212
H: 4.4499 3.2328 -0.3952  0.428

***

No. 4
A structure of composition C25H27N6OPdS in a non-equilibrium geometry, computed with the ωB97M-V functional and the def2-TZVPD basis.

Properties
* frontier orbital gap: 7.70 eV
* energy relative to the best compared isomer or geometry (same formula, charge and spin): 0.0847 eV
* total charge: +1
* calculated total energy: -51663.0466 eV
* lowest unoccupied orbital energy: -2.8 eV

Each line ends with the natural charge from an NBO analysis.
Geometry (Å):
Pd: -0.1613 1.0557 -1.5814  0.765
N: 2.1117 3.4248 -1.9455  -0.562
C: 2.6624 2.1615 -1.9647  0.417
C: 4.0706 2.1238 -1.9991  -0.269
C: 4.7210 0.9219 -2.0042  -0.114
C: 3.9571 -0.2458 -1.9780  -0.271
C: 2.5959 -0.1280 -1.9514  0.065
N: 1.9222 1.0522 -1.9515  -0.511
C: 0.8211 3.9257 -1.9579  0.403
C: 0.7050 5.3220 -1.9000  -0.276
C: -0.5378 5.8936 -1.9936  -0.110
C: -1.6469 5.0690 -2.1651  -0.278
C: -1.4522 3.7128 -2.1888  0.090
N: -0.2377 3.1246 -2.0689  -0.502
H: 2.8077 4.1491 -1.9283  0.411
H: 4.6223 3.0541 -2.0222  0.226
H: 5.8016 0.8859 -2.0269  0.240
H: 4.4086 -1.2264 -1.9735  0.244
H: 1.9847 -1.0153 -1.9252  0.215
H: 1.5932 5.9293 -1.7893  0.226
H: -0.6448 6.9689 -1.9462  0.237
H: -2.6456 5.4654 -2.2686  0.244
H: -2.2817 3.0367 -2.3041  0.237
S: -2.2957 0.9941 -0.7661  -0.122
C: -1.7204 1.4686 0.8461  0.068
C: -2.5575 1.6830 1.9395  -0.279
C: -1.9793 2.0717 3.1320  -0.145
C: -0.5987 2.2274 3.2129  -0.284
C: 0.1502 1.9766 2.0793  0.051
N: -0.3891 1.6069 0.9142  -0.546
H: -3.6275 1.5605 1.8443  0.237
H: -2.6039 2.2559 3.9968  0.230
H: -0.1199 2.5321 4.1327  0.233
H: 1.2302 2.0752 2.0887  0.198
C: -0.6546 -1.5364 2.7214  -0.625
C: -1.7596 -2.3668 2.0794  -0.221
N: -1.3421 -3.7091 1.6890  -0.420
C: -1.5150 -4.7928 2.6706  -0.211
C: -0.2517 -5.1140 3.4549  -0.618
C: -0.7684 -4.0699 0.5184  0.647
O: -0.4290 -5.2248 0.3018  -0.623
C: -0.5778 -3.0930 -0.6384  -0.091
C: -0.4944 -3.7031 -1.8900  -0.100
C: -0.3646 -2.9359 -3.0322  -0.251
C: -0.2884 -1.5637 -2.9060  0.050
N: -0.3143 -0.9700 -1.7090  -0.456
C: -0.4692 -1.7110 -0.6010  0.046
H: -1.0307 -0.5499 2.9931  0.225
H: 0.2033 -1.4024 2.0614  0.198
H: -0.2909 -2.0208 3.6270  0.221
H: -2.2226 -1.8622 1.2285  0.211
H: -2.5649 -2.4950 2.8019  0.215
H: -1.8501 -5.6766 2.1300  0.230
H: -2.3174 -4.4835 3.3396  0.196
H: 0.5421 -5.4368 2.7843  0.227
H: -0.4492 -5.9225 4.1592  0.224
H: 0.0979 -4.2540 4.0269  0.198
H: -0.5516 -4.7819 -1.9304  0.265
H: -0.3282 -3.3886 -4.0125  0.244
H: -0.1971 -0.9114 -3.7637  0.225
H: -0.4769 -1.1376 0.3098  0.232

***

- Among the records above, which one has the lowest energy relative to the best compared isomer or geometry (same formula, charge and spin)?
  C25H27N6OPdS

***

- Among the records above, which one has the lowest total charge?
  C25H27N5O2

***

- calculated total energy of number 3 (C25H27N6O5SW)?
  -58196.7616 eV